11
Properties=species:S:1:pos:R:3:forces:R:3 method="wB97M-V/def2-TZVPD" homo_ev=-9.576 multiplicity=1 fmax_ev_per_a=2.68 smiles="N#CC1=NN=CNN1" lumo_energy_ev=-0.36 de_lowest_kj_mol=238.4 orbital_gap_ev=9.2
C 0.244857 0.513321 -1.627828 2.385 -0.672 0.174
C 0.320816 -1.052793 2.184717 -0.326 -1.331 1.040
H 0.318142 0.754921 -2.770158 -0.680 -0.308 2.396
N -0.834382 0.354480 0.494480 1.004 1.419 0.459
H -0.847220 1.397648 0.817977 0.178 -2.376 -0.839
C 0.419382 -0.324742 0.944063 -0.914 0.935 -1.402
H -1.742747 -0.176019 -1.392533 1.937 1.097 1.485
N 1.462340 -0.361862 0.198125 -1.240 0.483 -0.198
N -0.894256 0.304478 -0.926460 -2.261 -0.800 -1.112
N 0.140925 -1.739135 3.107243 0.381 1.320 -1.348
N 1.412144 0.329704 -1.029627 -0.464 0.235 -0.655

***

11
Properties=species:S:1:pos:R:3:forces:R:3 method="wB97M-V/def2-TZVPD" homo_ev=-11.178 multiplicity=1 fmax_ev_per_a=3.26 smiles=N#CCn1cnnn1 lumo_energy_ev=0.32 de_lowest_kj_mol=108.9 orbital_gap_ev=11.5
C 2.123389 0.000012 -0.093084 1.298 -0.440 -0.572
N -1.167367 1.074906 -0.333849 -2.015 -2.506 -0.518
C -0.645520 -0.934079 0.417564 -0.741 -0.851 0.379
N 2.966741 -0.617846 -0.593460 -1.205 0.778 0.687
N -1.903348 -1.001057 0.034996 0.238 0.875 -0.513
H -0.092313 -1.745487 0.937741 -0.328 0.942 -0.705
H 1.194924 0.686128 1.638830 0.050 0.068 0.390
N -2.204697 0.225388 -0.461208 1.005 1.105 0.495
C 1.086912 0.810804 0.572692 0.313 0.410 -0.729
H 1.239506 1.894128 0.328900 -0.499 -1.038 0.033
N -0.224299 0.305011 0.169450 1.886 0.659 1.054

***

11
Properties=species:S:1:pos:R:3:forces:R:3 method="wB97M-V/def2-TZVPD" homo_ev=-10.086 multiplicity=1 fmax_ev_per_a=4.37 smiles="[H]/N=c1/cnnncn1" lumo_energy_ev=-1.17 de_lowest_kj_mol=307.9 orbital_gap_ev=8.9
H 1.224068 1.035041 -1.964319 0.806 -0.710 0.936
C 0.734090 -1.225120 0.378114 0.362 0.812 -0.974
H -2.437147 1.025633 -0.264670 0.374 -0.296 -0.325
C -1.430616 0.658235 -0.031305 0.289 -0.709 -4.299
C 0.670015 -0.222703 -0.685361 1.584 3.527 -1.593
N -0.603185 0.292103 -0.969049 -2.141 -0.729 0.814
N -0.250436 0.238559 1.855753 -0.459 0.659 -0.354
N 0.145572 -1.006516 1.456137 -0.544 -0.268 2.154
H 1.332474 -2.089750 0.310415 0.249 -1.277 -0.450
N 1.673778 0.357971 -1.284926 -1.785 -1.090 0.144
N -1.058614 0.936547 1.199211 1.265 0.082 3.946

***

11
Properties=species:S:1:pos:R:3:forces:R:3 method="wB97M-V/def2-TZVPD" homo_ev=-10.340 multiplicity=1 fmax_ev_per_a=5.65 smiles="[H]/N=C(/N)N(C#N)C#N" lumo_energy_ev=0.37 de_lowest_kj_mol=97.3 orbital_gap_ev=10.7
C 0.661388 -0.305289 0.327623 -2.873 -3.680 -0.196
C -1.794325 -0.728843 0.029870 -0.464 -0.402 0.430
N 0.958980 -1.429531 0.779932 -2.058 -3.074 -0.204
N -0.581164 1.996017 -1.649264 -0.554 -2.237 1.488
N -0.682940 -0.059330 -0.270561 1.330 -0.087 0.480
N -2.778534 -1.256699 0.302117 0.083 -0.138 -0.057
N 1.470024 0.674806 0.204398 1.160 5.504 -0.511
H 2.279895 0.619107 0.803733 0.086 0.215 -0.263
C -0.730915 1.017324 -1.014161 -0.200 3.867 -2.932
H 0.164854 -2.147325 0.519186 2.053 1.675 1.078
H 1.032737 1.619762 -0.032871 1.436 -1.642 0.686

***

8
Properties=species:S:1:pos:R:3:forces:R:3 method="wB97M-V/def2-TZVPD" homo_ev=-10.286 multiplicity=1 fmax_ev_per_a=5.91 smiles="C=COC#N" lumo_energy_ev=0.10 de_lowest_kj_mol=259.2 orbital_gap_ev=10.4
C -1.846684 0.178245 -0.227216 -0.019 -0.091 1.996
H 0.274003 -0.754726 1.194714 -0.349 0.610 0.052
H 1.344143 0.595138 -1.463182 -1.280 -0.215 0.909
C 0.726602 0.242975 -0.599760 -1.972 0.229 -0.505
N -2.532185 0.066631 0.686147 -1.337 -0.381 0.979
O -0.976347 0.358836 -1.070578 5.382 0.305 -2.430
C 1.013212 -0.239726 0.584794 -1.720 -0.738 -1.055
H 1.997253 -0.447376 0.895084 1.296 0.281 0.054

***

8
Properties=species:S:1:pos:R:3:forces:R:3 method="wB97M-V/def2-TZVPD" homo_ev=-9.606 multiplicity=1 fmax_ev_per_a=11.76 smiles=c1cnoc1 lumo_energy_ev=1.02 de_lowest_kj_mol=297.2 orbital_gap_ev=10.6
O 0.552862 -1.245184 -0.107520 -0.570 -11.750 0.118
C 1.084687 -0.194963 0.003804 4.010 9.716 -0.003
C -1.131596 -0.029307 -0.028347 -2.250 1.721 0.470
H 0.239733 1.833685 -0.191956 -0.684 -1.624 0.233
H -2.275425 0.243188 0.305504 3.265 -0.605 -1.589
N -0.774325 -1.267528 -0.089317 -2.062 -1.629 0.375
H 2.250422 -0.054943 0.273163 -3.059 -0.587 -1.155
C 0.053643 0.715054 -0.165329 1.350 4.758 1.550